Entry 1:
73
Properties=species:S:1:pos:R:3:forces:R:3:lowdin_charge:R:1 method="wB97M-V/def2-TZVPD" e_homo_ev=-10.5 charge=+1 e_above_lowest_ev=0.7321 gap_ha=0.2907
Ca 0.286814 -0.322605 0.346581 -2.8223 0.4325 0.2693 1.051
C 6.209120 -2.512883 4.783631 -0.0517 0.0292 -0.0444 -0.040
C 5.410801 -2.087269 3.578953 0.0346 -0.0379 0.1099 -0.255
C 6.048795 -1.727993 2.397832 0.1033 -0.0220 -0.0048 -0.023
C 5.324767 -1.356534 1.274223 0.0456 -0.0261 0.0221 -0.048
C 3.942306 -1.343745 1.341137 0.0399 0.0062 0.1525 -0.287
C 3.276798 -1.700128 2.512196 0.1732 -0.0290 -0.1542 -0.048
C 4.013679 -2.071812 3.618497 0.0285 -0.0360 0.0834 -0.026
S 3.041545 -0.755034 -0.043668 0.3401 0.0218 -0.0502 0.583
O 3.956473 -0.575197 -1.128141 0.0496 0.0567 -0.1458 -0.265
O 1.940384 -1.736601 -0.259646 0.4232 -0.0542 -0.1172 -0.498
N 2.224711 0.509428 0.399279 1.7380 0.7960 0.0198 -0.338
C 2.637189 1.853230 0.375048 -0.2148 -0.4782 -0.1092 -0.253
C 3.883072 2.328620 0.670197 0.1461 0.1119 0.0380 0.005
C 4.151264 3.718694 0.637574 0.0464 -0.1565 0.0238 -0.053
C 3.181108 4.614651 0.305538 -0.0647 0.0672 -0.0265 -0.032
C 1.885285 4.150028 -0.033040 -0.0434 0.0941 -0.0268 -0.149
C 0.845820 5.013161 -0.450090 0.1502 0.1034 0.0398 0.007
C -0.357439 4.497800 -0.828119 -0.0915 0.0302 -0.0516 -0.042
C -0.541840 3.106018 -0.768782 0.0882 -0.1420 -0.0010 -0.161
N 0.375398 2.260206 -0.353137 0.3135 0.0045 0.1894 0.056
C 1.607949 2.770593 0.004524 -0.3674 -0.1566 -0.1603 -0.154
H 7.164696 -1.990688 4.828804 -0.0285 -0.0077 -0.0103 0.082
H 6.421117 -3.583459 4.743591 -0.0133 0.0099 -0.0126 0.091
H 5.665519 -2.318459 5.708099 0.0115 -0.0008 -0.0262 0.080
H 7.132735 -1.740978 2.351410 -0.0673 0.0060 0.0113 0.122
H 5.821065 -1.081835 0.350983 -0.0402 -0.0088 0.0720 0.117
H 2.195478 -1.711848 2.552247 -0.0717 0.0283 -0.0153 0.102
H 3.503584 -2.359270 4.532593 0.0417 0.0251 -0.0649 0.118
H 4.670884 1.632321 0.929209 0.0052 0.0350 0.0150 0.114
H 5.146368 4.068503 0.880644 -0.0136 -0.0383 -0.0011 0.113
H 3.387813 5.679138 0.278097 -0.0311 -0.0866 -0.0010 0.118
H 1.027164 6.082302 -0.482988 0.0033 -0.0563 0.0048 0.126
H -1.162361 5.132360 -1.175029 0.0283 -0.0358 0.0119 0.112
H -1.488493 2.675848 -1.079827 -0.0317 -0.0163 0.0154 0.096
C -4.235569 -0.624210 2.795521 -0.0166 -0.0334 0.0183 -0.509
C -4.141331 -0.360335 1.295408 0.0957 -0.0156 0.0903 -0.514
S -2.733741 0.579513 0.664521 0.2028 0.1980 -0.0305 0.793
C -2.624034 2.011452 1.755199 0.0025 -0.0719 0.0076 -0.507
C -1.910781 1.832144 3.101324 0.0970 0.0119 -0.0602 -0.485
S -0.446571 0.764293 3.071067 0.1232 0.0349 -0.0493 0.826
C -0.715579 -0.406336 4.442655 -0.0387 0.1730 -0.0089 -0.505
C -2.143130 -0.816012 4.775611 -0.0061 -0.0576 -0.0141 -0.539
S -3.006719 -1.760040 3.502587 0.0753 -0.0948 -0.1340 0.867
H -5.204162 -1.096045 2.963383 -0.0413 0.0278 0.0111 0.076
H -4.246007 0.300158 3.370097 -0.0057 0.0313 -0.0186 0.065
H -5.039523 0.173259 0.983121 -0.0613 -0.0343 -0.0047 0.080
H -4.089676 -1.294963 0.736058 -0.0181 -0.0638 0.0105 0.054
H -3.625719 2.407243 1.927450 -0.0228 0.0305 0.0143 0.093
H -2.091565 2.751784 1.165416 0.0158 0.0814 -0.0079 0.038
H -2.581361 1.424118 3.844060 -0.0819 0.0038 0.0387 0.039
H -1.594426 2.809769 3.459524 -0.0229 0.0655 0.0084 0.082
H -0.248884 0.021597 5.328803 0.0040 -0.0090 0.0655 0.078
H -0.143450 -1.286275 4.155605 0.0467 -0.0782 -0.0003 0.064
H -2.759649 0.017873 5.101236 -0.0128 0.0462 0.0582 0.069
H -2.075958 -1.481330 5.635951 -0.0127 -0.0263 0.0665 0.078
C 0.764522 -2.987022 -3.972081 -0.0337 0.0109 0.0782 0.015
C -0.501420 -2.855475 -3.187941 0.3784 -0.0067 0.0983 -0.249
C -1.756339 -2.854231 -3.707607 -0.1983 0.0000 -0.1492 0.034
C -2.842894 -2.745671 -2.820075 -0.1204 0.0332 0.2448 -0.280
N -2.696970 -2.647060 -1.501128 0.2203 0.0037 -0.2069 0.117
C -1.455742 -2.660848 -0.976404 -0.0646 -0.1319 -0.2092 -0.785
S -1.168434 -2.579880 0.693132 -0.4354 -0.5722 -0.2713 0.585
N -0.386881 -2.748855 -1.842486 -0.0123 -0.0271 0.1329 0.106
C -4.247076 -2.732372 -3.336739 0.0347 0.0110 0.0693 -0.010
H 0.561553 -2.936761 -5.038313 -0.0086 0.0003 0.0120 0.092
H 1.238804 -3.946194 -3.751606 -0.0214 0.0275 -0.0039 0.106
H 1.473896 -2.200669 -3.704740 -0.0384 -0.0184 0.0077 0.098
H -1.906021 -2.939772 -4.773442 -0.0308 0.0088 0.0224 0.127
H 0.535234 -2.777748 -1.415576 0.1244 -0.0170 0.0394 0.108
H -4.290293 -2.812830 -4.420526 0.0250 0.0006 0.0231 0.082
H -4.736542 -1.809692 -3.021821 0.0023 -0.0173 -0.0036 0.093
H -4.800936 -3.558037 -2.889065 -0.0003 0.0062 0.0000 0.097

---

Entry 2:
82
Properties=species:S:1:pos:R:3:forces:R:3:lowdin_charge:R:1 method="wB97M-V/def2-TZVPD" e_homo_ev=-7.5 e_above_lowest_ev=0.2133 gap_ha=0.2844
Hf -0.234307 -0.286236 -0.398569 -0.2628 0.9159 -0.5854 1.621
N -4.341817 1.479401 0.104627 0.0751 0.0219 -0.0954 0.066
C -3.327245 0.619789 -0.182991 -0.1070 0.0483 -0.0303 -0.883
S -2.314730 0.971449 -1.544879 -0.0180 -0.2157 0.1639 0.670
N -3.224641 -0.419799 0.597037 0.0287 -0.0750 0.1305 -0.016
N -2.157892 -1.257675 0.278203 -0.4466 0.2307 0.3655 -0.152
C -2.266351 -2.425487 0.799142 0.0714 -0.2614 -0.1532 -0.076
C -1.334704 -3.518241 0.631271 -0.1496 0.0646 0.0834 -0.142
C -1.646326 -4.746598 1.231383 -0.0508 -0.0174 0.0450 -0.044
C -0.877375 -5.867620 1.017809 0.0491 0.0095 -0.0273 -0.094
C 0.232044 -5.770294 0.172621 -0.0505 -0.0028 0.0458 -0.073
C 0.563631 -4.572701 -0.421566 0.1220 0.0022 0.0291 -0.020
C -0.197649 -3.417943 -0.190107 -0.0046 -0.0509 -0.1592 -0.322
O 0.128278 -2.282623 -0.779504 -0.3331 -0.3026 0.1618 -0.237
H -4.585692 2.164324 -0.585977 -0.0112 0.0213 0.0162 0.076
H -5.036987 1.182652 0.767859 -0.0108 -0.0145 -0.0103 0.093
H -3.163806 -2.609685 1.385993 -0.0374 -0.0525 -0.0177 0.129
H -2.525321 -4.801014 1.865594 0.0235 -0.0050 -0.0257 0.111
H -1.131152 -6.807475 1.489440 0.0080 0.0155 -0.0135 0.098
H 0.845143 -6.643511 -0.014703 -0.0016 0.0132 0.0134 0.105
H 1.445996 -4.490629 -1.045329 -0.0277 -0.0030 0.0245 0.105
N 1.460228 1.242909 -1.211487 0.0498 -0.1311 -0.3610 0.012
C 2.099511 0.556931 -2.345672 -0.0281 0.2114 0.0726 -0.293
C 3.196615 1.347461 -3.044049 0.1802 0.1340 -0.1731 -0.119
C 3.782335 0.745209 -4.334550 -0.1254 -0.3271 0.2007 -0.168
C 4.463970 -0.630289 -4.179274 -0.1017 0.1428 -0.0725 -0.137
N 3.610467 -1.745340 -3.739920 0.1079 0.2397 0.4143 0.105
C 2.489245 -2.145082 -4.320449 -0.2041 0.0802 -0.1931 -0.451
N 1.587691 -2.804544 -3.595089 0.0539 -0.0214 -0.0532 0.243
N 2.286677 -1.952306 -5.636740 0.1104 -0.2259 0.0531 0.209
C 0.928176 0.103181 -3.215025 -0.2117 -0.0197 0.0972 -0.590
O 0.949995 0.177889 -4.435147 -0.1506 -0.0589 -0.0611 0.047
O -0.025424 -0.399730 -2.512752 0.4589 0.0123 -0.5187 -0.234
H 0.996793 2.114773 -1.479478 -0.0236 0.0767 0.0660 0.089
H 2.120317 1.475490 -0.479785 -0.0354 -0.0289 0.1008 0.088
H 2.517832 -0.356101 -1.930186 0.0732 -0.1278 0.0592 0.097
H 4.020209 1.492886 -2.333956 -0.0747 0.0628 0.0537 0.110
H 2.795740 2.338038 -3.275016 0.0791 0.0219 -0.0680 0.129
H 4.549031 1.421010 -4.721686 0.0117 -0.0048 0.0495 0.116
H 2.984221 0.697717 -5.072647 0.0835 -0.0088 -0.0365 0.088
H 5.241093 -0.568070 -3.417446 0.0622 -0.0065 -0.0521 0.128
H 4.959936 -0.903761 -5.113931 0.0173 -0.0063 0.0098 0.116
H 3.674834 -1.985112 -2.753428 0.0098 -0.0001 0.0179 0.107
H 1.589059 -2.691025 -2.584916 -0.0289 0.0059 0.1197 0.081
H 0.684072 -2.989572 -3.998107 -0.0174 -0.0056 -0.0041 0.139
H 2.910789 -1.312375 -6.098328 -0.0026 -0.0073 0.0056 0.108
H 1.325965 -1.857811 -5.926683 -0.0196 0.0834 0.0357 0.123
C 8.209115 0.791446 2.151045 -0.0219 -0.0104 -0.0376 -0.048
C 6.910882 0.137250 1.759189 0.0212 0.0481 0.0129 -0.267
C 5.961801 0.834642 1.010972 0.0285 0.0022 -0.0043 -0.031
C 4.767893 0.237911 0.645961 0.0201 -0.0853 -0.0028 -0.051
C 4.509238 -1.071878 1.029705 0.0617 0.0595 0.0379 -0.286
C 5.439121 -1.784158 1.770936 0.0006 0.0377 -0.0146 -0.048
C 6.633562 -1.174579 2.127598 0.0235 -0.0202 0.0052 -0.030
S 2.999520 -1.874026 0.564131 -0.0704 0.0578 -0.1677 0.609
O 2.854062 -2.993854 1.451540 -0.0269 -0.0825 -0.0140 -0.271
O 3.144198 -2.175316 -0.854014 -0.0259 0.1480 -0.2320 -0.341
N 1.834727 -0.787879 0.728998 0.2303 -0.1897 0.6420 -0.186
C 1.255800 -0.731388 2.009025 0.2495 -0.0072 0.1721 -0.376
C 1.905785 -0.782787 3.248884 0.0781 0.0643 -0.1351 0.004
C 1.147980 -0.623886 4.386212 -0.0504 -0.0016 0.0056 -0.043
C -0.226680 -0.404110 4.287784 0.0668 -0.0020 0.0757 -0.050
C -0.787766 -0.371777 3.036103 -0.2361 -0.0835 -0.1719 -0.121
N -0.060750 -0.563797 1.932190 0.3986 -0.2088 0.0202 0.000
H 8.070733 1.856180 2.338586 0.0056 -0.0103 0.0027 0.079
H 8.948842 0.691021 1.353190 -0.0144 -0.0011 0.0107 0.085
H 8.626750 0.335531 3.048293 -0.0122 0.0041 -0.0142 0.077
H 6.158457 1.861243 0.722022 -0.0102 -0.0203 0.0202 0.117
H 4.030926 0.788574 0.075034 0.0208 0.0004 0.0415 0.089
H 5.213417 -2.798764 2.072826 0.0060 0.0309 -0.0071 0.116
H 7.361257 -1.728999 2.709478 -0.0253 0.0197 0.0052 0.116
H 2.975329 -0.925375 3.300360 -0.0112 -0.0259 0.0189 0.107
H 1.624482 -0.660546 5.358033 -0.0005 0.0185 -0.0158 0.112
H -0.840480 -0.251471 5.163646 0.0127 -0.0112 -0.0063 0.106
H -1.845545 -0.197714 2.874219 0.0093 0.0002 -0.0023 0.098
Cl 0.208188 4.470292 2.517891 -0.0832 -0.0704 -0.0774 0.576
C -1.132970 3.735383 1.580926 0.1557 0.0545 0.1275 -0.975
Cl -2.231049 2.879892 2.668454 0.0094 -0.0059 -0.0739 0.610
C -0.502741 2.865934 0.472837 -0.0707 -0.0624 0.1464 -0.773
O -0.094821 3.475248 -0.504295 0.0553 -0.0402 -0.0672 0.014
O -0.439021 1.616784 0.721099 0.1097 -0.0964 -0.0103 -0.237
H -1.675614 4.551311 1.123936 -0.0447 0.0560 -0.0135 0.062